A 12-piece molecular cluster, C38H107N7O12 overall. Source: OMol25; level of theory: ωB97M-V with the def2-TZVPD basis set.

Each line ends with the Löwdin spin population.
Positions of all 164 atoms, in Å:
C -4.591 1.807 -5.024  0.00
C -3.605 2.618 -4.207  0.00
C -2.425 3.149 -5.056  0.00
O -1.606 4.012 -4.321  0.00
C -0.491 4.385 -5.081  0.00
N -4.349 3.739 -3.619  0.00
H -4.269 0.801 -5.291  0.00
H -4.946 2.285 -5.936  0.00
H -5.516 1.582 -4.493  0.00
H -3.285 2.094 -3.307  0.00
H -2.807 3.644 -5.949  0.00
H -1.916 2.256 -5.417  0.00
H -0.809 4.930 -5.969  0.00
H 0.055 3.586 -5.582  0.00
H 0.214 4.967 -4.488  0.00
H -3.580 4.388 -3.532  0.00
H -4.972 4.055 -4.349  0.00
C -0.952 7.086 3.826  0.00
C 0.032 6.808 5.030  0.00
C 0.344 8.148 5.676  0.00
O 1.172 8.866 4.762  0.00
C 1.794 10.038 5.213  0.00
N -0.640 5.940 5.965  0.00
H -1.102 6.149 3.289  0.00
H -0.672 7.849 3.100  0.00
H -1.975 7.275 4.149  0.00
H 0.941 6.293 4.720  0.00
H 0.989 7.971 6.537  0.00
H -0.516 8.675 6.090  0.00
H 1.129 10.832 5.557  0.00
H 2.413 10.369 4.380  0.00
H 2.475 9.913 6.055  0.00
H -0.982 5.170 5.408  0.00
H 0.006 5.579 6.652  0.00
C -3.184 4.583 -0.040  0.00
C -3.000 4.794 1.486  0.00
C -3.716 6.077 2.034  0.00
O -3.240 7.229 1.416  0.00
C -3.939 8.457 1.896  0.00
N -3.401 3.639 2.281  0.00
H -2.791 5.397 -0.649  0.00
H -4.224 4.599 -0.367  0.00
H -2.596 3.731 -0.381  0.00
H -1.955 5.020 1.700  0.00
H -3.484 6.182 3.094  0.00
H -4.801 5.967 2.022  0.00
H -4.824 8.811 1.368  0.00
H -3.195 9.249 1.806  0.00
H -4.095 8.447 2.974  0.00
H -3.321 2.808 1.713  0.00
H -4.385 3.866 2.304  0.00
C 1.521 11.940 -4.155  0.00
C 0.180 11.963 -3.474  0.00
C -0.184 10.710 -2.675  0.00
O -0.027 9.513 -3.423  0.00
C -0.911 9.399 -4.504  0.00
N -0.036 13.204 -2.742  0.00
H 2.299 11.745 -3.416  0.00
H 1.798 12.899 -4.592  0.00
H 1.441 11.107 -4.854  0.00
H -0.472 12.025 -4.345  0.00
H -1.214 10.735 -2.320  0.00
H 0.413 10.833 -1.772  0.00
H -1.939 9.691 -4.287  0.00
H -1.002 8.356 -4.810  0.00
H -0.485 9.931 -5.355  0.00
H -0.701 13.041 -1.999  0.00
H 0.844 13.192 -2.246  0.00
C 3.639 10.097 -0.922  0.00
C 5.160 10.241 -1.276  0.00
C 5.366 10.723 -2.693  0.00
O 6.792 10.853 -3.065  0.00
C 7.003 11.096 -4.492  0.00
N 5.720 11.162 -0.317  0.00
H 3.552 9.831 0.132  0.00
H 3.182 9.288 -1.491  0.00
H 3.053 10.998 -1.101  0.00
H 5.708 9.302 -1.196  0.00
H 4.946 11.729 -2.698  0.00
H 4.745 10.092 -3.328  0.00
H 6.400 11.979 -4.704  0.00
H 6.866 10.216 -5.121  0.00
H 7.994 11.422 -4.808  0.00
H 5.791 10.651 0.551  0.00
H 6.681 11.359 -0.560  0.00
C -5.951 12.728 -1.263  0.00
C -5.360 11.712 -2.184  0.00
C -4.776 10.546 -1.418  0.00
O -3.978 9.835 -2.331  0.00
C -3.198 8.798 -1.738  0.00
N -6.270 11.261 -3.172  0.00
H -6.846 12.392 -0.740  0.00
H -6.344 13.588 -1.807  0.00
H -5.228 13.046 -0.512  0.00
H -4.537 12.220 -2.688  0.00
H -5.633 9.957 -1.093  0.00
H -4.246 10.888 -0.529  0.00
H -3.741 7.902 -1.439  0.00
H -2.660 9.228 -0.893  0.00
H -2.539 8.315 -2.458  0.00
H -7.122 11.035 -2.679  0.00
H -5.908 10.382 -3.514  0.00
C 3.088 7.921 -5.383  0.02
C 2.168 6.831 -5.898  0.11
C 1.965 6.891 -7.430  0.02
O 1.249 8.046 -7.835  0.01
C 1.169 8.259 -9.228  0.00
N 2.929 5.651 -5.553  0.67
H 3.346 7.873 -4.325  0.00
H 2.685 8.868 -5.742  0.00
H 4.033 7.776 -5.907  0.00
H 1.202 6.946 -5.407  0.05
H 1.478 6.006 -7.839  0.00
H 2.934 6.785 -7.918  0.00
H 0.755 9.208 -9.566  0.00
H 0.546 7.483 -9.674  0.00
H 2.160 8.225 -9.679  0.00
H 3.082 5.603 -4.556  0.02
H 2.342 4.868 -5.801  0.02
C 0.750 6.292 -0.131  0.00
C 0.201 6.987 -1.335  0.00
O 1.245 7.425 -2.150  0.00
H 1.246 5.377 -0.454  0.00
H -0.041 6.060 0.583  0.00
H 1.467 6.882 0.440  0.00
H -0.417 7.835 -1.040  0.00
H -0.478 6.382 -1.936  0.00
H 0.788 8.092 -2.669  0.00
C 2.984 6.315 2.858  0.00
C 4.368 5.818 2.480  0.00
O 5.130 6.940 2.059  0.00
H 2.613 7.106 2.207  0.00
H 3.023 6.752 3.856  0.00
H 2.257 5.505 2.798  0.00
H 4.294 4.984 1.782  0.00
H 4.826 5.398 3.376  0.00
H 5.921 6.641 1.605  0.00
C 0.569 9.802 1.206  0.00
C -0.074 10.935 1.937  0.00
O -0.656 11.775 0.981  0.00
H 0.958 10.220 0.278  0.00
H -0.266 9.160 0.923  0.00
H 1.272 9.245 1.826  0.00
H 0.621 11.538 2.521  0.00
H -0.839 10.555 2.616  0.00
H 0.070 12.071 0.426  0.00
C 4.897 5.981 -2.311  0.00
C 3.819 4.985 -1.918  0.01
O 2.737 5.179 -2.805  0.05
H 5.031 6.041 -3.391  0.00
H 5.759 5.609 -1.757  0.00
H 4.550 6.952 -1.957  0.00
H 3.544 5.115 -0.871  0.00
H 4.166 3.955 -1.998  0.00
H 2.361 6.039 -2.603  0.00
C 1.868 2.531 0.743  0.00
C 1.689 2.205 2.243  0.00
O 1.133 0.895 2.462  0.00
H 2.333 3.500 0.561  0.00
H 0.877 2.594 0.295  0.00
H 2.420 1.738 0.238  0.00
H 0.972 2.935 2.619  0.00
H 2.578 2.352 2.856  0.00
H 1.210 0.662 3.390  0.00

Output
- Orbital gap (spin up / spin down): 8.53 / 2.59 eV
- Energy relative to the best compared isomer or geometry (same formula, charge and spin): 18.9 kcal/mol
- 2S+1: 2
- Charge: +1
- E_HOMO (spin up / spin down): -10.78 / -10.78 eV